This record from OMol25 describes an isolated molecule of C23H27N3O5S. The level of theory is wB97M-V/def2-TZVPD.

Atoms and positions in Å:
N 0.024 -0.911 3.992
C 1.856 0.385 4.940
H -1.659 -2.084 0.390
H -2.840 -1.461 4.726
H 1.154 1.120 5.295
O -2.893 0.043 -5.987
H 0.640 0.031 -7.258
C 6.446 -1.046 4.731
C 6.473 -2.204 5.725
H 0.537 2.126 -8.418
C -2.270 1.246 -2.471
N -1.868 -1.095 0.364
C 0.378 1.770 -5.200
H 3.560 1.414 5.716
N -0.480 0.689 -5.647
H -2.399 1.451 -0.341
H 7.298 -2.871 5.490
C -0.277 0.601 -7.082
H -1.113 2.434 -7.856
H -0.280 3.634 -6.085
C 3.200 0.549 5.182
O 5.436 -0.102 5.021
H 2.007 -2.555 3.275
C 0.387 2.812 -6.335
H -0.318 -2.845 3.250
H 1.390 3.207 -6.492
H -1.122 0.074 -7.522
H -2.500 2.277 -2.688
C -2.038 0.380 -3.521
H -2.503 -2.344 2.535
C -0.426 -1.797 2.940
H 5.543 -2.765 5.694
C -1.001 -0.362 4.707
H -2.927 0.098 3.893
C -2.085 -0.477 1.565
C -1.930 -0.557 -0.923
H -1.584 -1.602 -4.137
C -2.216 0.785 -1.167
C -1.751 -0.953 -3.293
C 4.135 -0.391 4.741
C 1.394 -0.736 4.250
H 7.376 -0.476 4.802
H 4.357 -2.257 3.680
H 6.606 -1.818 6.733
H 1.377 1.358 -5.031
H -1.478 -2.464 -1.806
H -0.006 2.167 -4.262
C -1.913 -1.447 2.740
C -2.308 -0.785 4.056
C -1.697 -1.422 -1.996
H 6.348 -1.417 3.703
H 0.170 -1.635 2.035
O -2.373 0.685 1.698
C 2.323 -1.671 3.807
O -2.448 2.343 -5.226
O -0.903 0.321 5.696
S -2.095 0.950 -5.215
C 3.677 -1.504 4.047
C -0.136 2.051 -7.566

Its energy above the lowest of the compared OMol25 structures with the same formula, charge and spin is 234.1 kJ/mol. The molecular weight comes out at 457.55 g/mol. As for the SMILES: CCOc1ccc(N2C[C@H](C(=O)Nc3ccc(S(=O)(=O)N4CCCC4)cc3)CC2=O)cc1.

For each atom in turn, the Löwdin charge in e is:
1 N 0.017
2 C 0.007
3 H 0.144
4 H 0.133
5 H 0.109
6 O -0.282
7 H 0.125
8 C -0.251
9 C -0.064
10 H 0.105
11 C -0.039
12 N 0.132
13 C -0.200
14 H 0.121
15 N -0.235
16 H 0.104
17 H 0.076
18 C -0.198
19 H 0.108
20 H 0.101
21 C 0.013
22 O -0.052
23 H 0.103
24 C -0.159
25 H 0.133
26 H 0.105
27 H 0.109
28 H 0.117
29 C -0.281
30 H 0.147
31 C -0.102
32 H 0.066
33 C -0.421
34 H 0.127
35 C -0.417
36 C -0.204
37 H 0.119
38 C 0.014
39 C -0.051
40 C -0.272
41 C -0.188
42 H 0.123
43 H 0.105
44 H 0.080
45 H 0.124
46 H 0.113
47 H 0.111
48 C -0.182
49 C -0.028
50 C -0.009
51 H 0.114
52 H 0.132
53 O 0.106
54 C -0.019
55 O -0.278
56 O 0.087
57 S 0.681
58 C -0.022
59 C -0.156



This record from OMol25 describes a cluster of 8 separate species, C42H103N5O12 in total. The level of theory is wB97M-V/def2-TZVPD.

Atoms and positions in Å:
H 6.923 -2.241 -4.355
H 1.218 2.146 7.347
H 1.985 -3.421 3.796
C 1.937 -3.281 4.876
H -1.270 -3.297 -3.890
H -5.582 0.467 3.571
H 0.923 -0.450 -2.965
H 8.334 -1.541 -6.540
H 7.097 -0.613 -4.539
H 0.669 6.248 0.755
H -2.340 -3.605 -2.636
C -0.020 0.481 1.098
C 7.248 -1.506 -6.449
C -5.190 1.699 5.292
H 4.037 -2.897 4.789
H -6.285 3.850 6.949
H 1.373 1.221 -2.913
H -4.013 -3.896 -4.305
O 1.125 5.096 -0.851
C 3.403 -3.576 5.359
H 4.067 -3.884 -0.262
H -4.935 2.255 1.873
C -3.660 -4.175 -7.058
H -5.372 -6.150 0.818
O 3.539 -3.271 6.733
H -0.091 -2.005 5.946
H -0.904 0.115 4.927
H 8.498 -0.317 -8.241
C 4.153 -1.238 0.452
C 3.197 -0.492 -3.776
H -5.368 2.512 7.713
H 0.107 4.062 0.560
H -4.808 5.874 2.227
C -5.259 2.517 2.880
H -3.165 -5.482 -4.548
C 0.221 -1.637 4.969
H 0.564 -4.473 -3.525
O -0.439 -1.437 -0.349
H 5.221 -0.157 -3.184
H -3.018 2.428 7.012
C -4.911 -4.354 -0.073
H -3.886 1.075 3.751
N 1.885 8.052 -1.930
H -2.800 4.169 1.771
H 4.324 9.465 -3.853
H 1.291 -3.961 5.432
H -2.542 -0.212 1.863
H -4.159 -6.232 -6.359
H 1.991 -1.543 5.758
N -2.752 -3.857 -6.001
H 1.012 0.411 1.441
H -0.415 2.208 6.706
H 5.033 -4.603 7.248
H 0.602 3.190 -0.919
O -1.304 -5.268 -3.069
H -2.519 3.727 6.099
H -0.016 -4.038 -2.013
H 1.174 0.404 -1.328
C -3.105 2.814 5.996
H -2.748 0.108 0.179
H -5.438 5.854 4.836
C -0.769 -0.872 0.920
H 3.574 -4.617 5.082
C -3.103 -4.397 -4.635
C 6.631 -1.455 -5.051
C 0.133 -0.131 5.156
H 2.742 -1.378 -1.084
H 0.591 -5.777 -2.376
C 3.010 8.912 -2.188
O 2.216 -1.957 -0.528
N 1.612 -1.829 4.867
H 4.948 -0.408 -5.592
H 4.744 6.081 -4.985
C -3.804 -5.736 -7.262
H 3.736 -0.233 0.391
C 3.518 8.770 -3.616
H -4.870 4.282 7.632
C 3.028 -2.252 0.643
H -0.485 0.999 1.937
C -4.556 -4.673 2.371
O -4.596 5.475 5.097
H 6.782 -0.625 -8.813
C 0.757 6.364 -0.325
H 4.903 -3.398 8.363
C 1.471 0.281 -2.370
H 2.776 9.977 -2.160
H -3.098 -8.071 -6.854
H -2.342 4.526 3.372
H -6.335 2.679 2.946
H 4.660 -1.387 -0.501
H -0.085 1.072 0.184
H -4.874 -5.224 3.256
H 0.706 0.417 4.409
C 4.670 7.154 -4.807
C -2.352 -0.631 0.875
H -6.397 5.246 2.802
H -4.593 -3.591 2.500
N -4.785 4.134 4.670
H 2.636 8.956 -4.229
H -4.684 -3.826 -6.922
H 7.017 -2.341 -7.111
H -2.550 2.823 2.848
H 0.489 -1.676 -0.292
H 2.585 -1.386 -3.893
H 3.805 8.888 -1.442
C -5.359 -5.128 1.195
H -1.435 -7.753 -7.010
O -6.659 -4.582 1.481
H -6.239 1.634 5.579
H 3.174 0.266 -4.558
O 0.478 0.385 6.455
H -4.156 -4.875 -0.661
C -5.421 4.988 2.390
H -0.770 4.438 -0.964
H 7.191 0.968 -8.592
C -2.386 -7.571 -7.511
H -2.945 -1.492 0.566
H 3.987 -3.891 1.537
C 3.447 -3.686 0.613
H 2.082 7.266 -2.532
C -5.296 3.422 7.117
H 5.631 -2.937 6.783
C 4.861 -3.527 7.282
O 3.941 7.356 -3.569
C -4.525 3.934 3.203
H 5.630 7.639 -4.634
H 4.103 7.512 -5.665
H 0.874 2.247 5.563
H -0.499 -1.582 1.701
C 0.175 4.113 -0.527
C -4.536 3.093 5.709
H -4.613 1.006 5.905
H -4.270 -3.476 0.001
C 0.586 1.817 6.523
O -2.463 -6.172 -7.631
H 4.814 -1.130 1.312
H -3.523 -4.869 2.085
C 7.451 -0.017 -8.204
H 2.832 6.889 -0.471
C 1.868 7.381 -0.595
H 2.373 -2.018 1.482
H 1.903 8.083 0.238
H -5.775 -4.175 -0.713
H -2.648 2.096 5.315
H -4.601 -5.830 -8.000
C -1.962 -4.067 -3.548
H -5.663 4.640 1.386
H -0.246 -2.090 4.094
H -7.031 -5.187 2.126
H -1.869 -4.294 -6.225
C -4.947 1.319 3.813
N 5.110 -1.245 -5.051
O 6.824 -0.171 -7.014
H 2.563 -4.309 0.481
H -0.013 6.740 -1.000
H 4.793 -1.796 -3.111
C -2.955 3.833 2.796
O 2.831 -0.133 -2.456
H -2.358 -8.054 -8.488
C 0.021 -4.899 -2.681
C 4.631 -0.904 -3.716
H -3.310 -3.711 -7.981

The molecular weight comes out at 870.31 g/mol. Its expectation value of S² is 0.750. As for the spin multiplicity: 2. As for the net charge: -1.

Atom charges from the Löwdin analysis, given in e for atoms 1 to 99:
1 H 0.105
2 H 0.082
3 H 0.100
4 C -0.191
5 H 0.105
6 H 0.104
7 H 0.090
8 H 0.101
9 H 0.102
10 H 0.116
11 H 0.105
12 C -0.054
13 C -0.162
14 C -0.148
15 H 0.112
16 H 0.065
17 H 0.086
18 H 0.106
19 O -0.221
20 C -0.241
21 H 0.076
22 H 0.102
23 C -0.222
24 H 0.133
25 O -0.201
26 H 0.123
27 H 0.102
28 H 0.086
29 C -0.079
30 C -0.223
31 H 0.072
32 H 0.074
33 H 0.066
34 C -0.137
35 H 0.097
36 C -0.233
37 H 0.072
38 O -0.089
39 H 0.117
40 H 0.080
41 C -0.071
42 H 0.077
43 N -0.042
44 H 0.057
45 H 0.117
46 H 0.114
47 H 0.049
48 H 0.097
49 H 0.098
50 N -0.071
51 H 0.065
52 H 0.058
53 H 0.076
54 H 0.076
55 O -0.211
56 H 0.087
57 H 0.076
58 H 0.064
59 C -0.082
60 H 0.066
61 H 0.079
62 C -0.418
63 H 0.111
64 C -0.143
65 C -0.192
66 C -0.235
67 H 0.029
68 H 0.084
69 C -0.267
70 O -0.105
71 N -0.078
72 H 0.082
73 H 0.073
74 C -0.197
75 H 0.074
76 C -0.199
77 H 0.064
78 C -0.440
79 H 0.054
80 C -0.091
81 O -0.033
82 H 0.087
83 C -0.231
84 H 0.077
85 C -0.081
86 H 0.102
87 H 0.082
88 H 0.061
89 H 0.104
90 H 0.076
91 H 0.057
92 H 0.074
93 H 0.106
94 C -0.125
95 C -0.037
96 H 0.070
97 H 0.085
98 N -0.131
99 H 0.121



This record from OMol25 describes the ion C7H11N4O2S with charge +1. The level of theory is wB97M-V/def2-TZVPD.

Atoms and positions in Å:
H 3.004 -2.095 -0.563
H -1.507 2.220 -0.434
H -4.531 -0.194 1.610
C -3.856 -0.879 1.139
O -3.604 -0.666 -1.464
H 2.357 1.559 -1.406
C -0.733 -1.798 -0.363
C -1.317 -0.534 -0.230
S -3.089 -0.050 -0.306
H -2.964 -1.254 1.711
N 0.533 -2.030 -0.441
H 4.183 0.111 -0.824
H 2.446 1.904 0.418
N 1.071 0.317 -0.234
C -0.173 0.791 -0.199
C 2.367 1.073 -0.325
H -4.335 -1.716 0.706
N 2.668 -1.227 -0.453
N -0.549 2.086 -0.158
C 3.380 -0.058 -0.167
H -1.356 -2.676 -0.209
H 3.949 -0.097 0.788
H 0.124 2.826 -0.265
C 1.374 -1.019 -0.309
O -3.166 1.391 -0.222

Its energy above the lowest of the compared OMol25 structures with the same formula, charge and spin is 0.0 kJ/mol. The molecular weight comes out at 215.26 g/mol. As for the net charge: +1. As for the SMILES: CS(=O)(=O)c1cnc2n(c1=[NH2+])CCN2.

For each atom in turn, the Löwdin charge in e is:
1 H 0.131
2 H 0.080
3 H 0.066
4 C -0.084
5 O -0.281
6 H 0.181
7 C -0.146
8 C -0.087
9 S 0.644
10 H 0.084
11 N 0.145
12 H 0.116
13 H 0.144
14 N 0.058
15 C -0.100
16 C -0.029
17 H 0.050
18 N 0.147
19 N 0.222
20 C -0.143
21 H 0.139
22 H 0.149
23 H 0.129
24 C -0.292
25 O -0.323



This record from OMol25 describes a cluster of 5 separate species, C49H109F4N5O5S2 in total. The level of theory is wB97M-V/def2-TZVPD.

Atoms and positions in Å:
C 4.829 -1.909 -4.665
C -9.030 6.382 2.938
C -7.223 6.695 1.255
C -1.568 -4.303 7.168
H 1.274 -5.572 3.283
H 2.679 -2.737 2.570
H -7.607 3.948 0.877
H -2.187 -4.000 -1.223
H -2.887 -0.233 4.596
H -5.915 0.434 4.063
C 7.279 -1.582 -6.379
C -3.450 1.277 6.278
N -0.347 -3.228 -2.312
H 7.526 1.055 -4.279
H -3.006 3.417 4.558
C -7.621 3.688 1.937
C 1.443 -5.916 0.116
C -1.080 2.463 3.779
H 8.970 8.465 -10.718
C -4.441 -5.206 7.934
C 5.533 -0.578 -4.917
F -0.279 -8.294 -1.839
C -7.116 4.822 2.826
C 2.073 -3.338 3.373
H 6.986 -2.603 -6.109
H 4.979 -0.035 -5.690
H -2.597 3.467 -0.243
H 0.789 -2.800 5.236
H 8.844 6.735 -11.024
H -5.690 0.145 5.953
H 3.759 -2.901 -0.683
H -8.631 3.379 2.211
O -2.953 1.006 -1.615
C -1.879 -2.824 6.954
C 0.315 1.729 4.245
C 1.411 -0.811 4.286
H 3.788 -1.728 -4.378
H -4.212 -5.070 6.875
H -2.768 -0.016 0.285
C -3.720 0.570 4.820
H -2.313 3.023 7.232
H 0.308 -4.273 2.272
N -7.630 6.172 2.564
H -6.136 6.584 1.154
H 5.930 5.912 -10.883
C -5.246 -0.107 4.883
C 2.310 -5.134 1.300
H -1.652 -6.441 9.786
H -6.022 4.854 2.742
C -1.818 -3.570 -2.247
H -3.552 -3.538 8.931
H -10.245 4.727 2.213
H -6.979 2.809 2.064
C 0.368 -4.823 -0.466
H 0.944 -6.876 0.603
H 3.174 -5.825 1.745
C 0.282 0.198 3.658
H -0.052 -2.433 3.526
H -1.449 4.238 5.232
C 0.537 -4.457 -2.055
H -1.507 -2.506 5.974
O 1.603 -6.609 -3.505
H -0.814 -0.233 3.788
H 5.508 3.530 -10.691
F -2.107 -6.700 -1.846
H -1.951 -7.050 6.789
F 3.958 -1.032 -1.711
H -9.208 7.461 3.019
C 7.640 5.576 -7.957
H -1.213 1.614 6.635
H -1.738 1.696 3.154
N -1.975 -4.826 8.476
H 6.981 4.826 -7.506
C -3.088 -0.240 -0.841
H -9.195 6.011 3.957
H -4.438 1.412 -0.089
H 2.464 -0.579 3.828
F -1.511 -7.870 -3.837
H -3.749 1.320 3.911
H 7.795 6.307 -7.153
H 7.628 1.373 -7.305
C 2.091 -3.926 -2.373
H -4.418 1.824 6.710
H -6.191 -2.171 5.147
H 2.864 -3.772 4.146
C 3.049 -2.069 -1.093
S 0.229 -5.878 -3.237
N 6.954 -0.697 -5.258
H 8.949 4.340 -9.209
H -7.675 6.126 0.436
H 8.369 -1.642 -6.493
H 0.563 1.819 5.386
C -1.460 -6.177 8.738
H 2.911 -4.548 -1.821
C 7.652 0.595 -5.268
H 7.445 5.029 -10.754
H -1.393 -2.203 7.714
C 6.661 -1.253 -7.734
H 7.633 2.603 -6.055
H -7.163 8.492 0.061
H -1.642 -1.946 -0.401
H 6.734 7.993 -10.139
H 0.385 -3.784 0.120
H 1.495 -0.549 5.446
H -1.323 -8.190 7.977
H 6.146 1.722 -6.392
H -2.019 -4.873 6.349
O 2.125 -2.478 -2.154
H -9.868 5.929 0.962
C -5.246 -1.722 4.594
H -4.462 3.948 -0.243
C -1.917 3.186 4.989
H 7.216 -0.463 -8.245
H -1.085 -0.722 -1.842
H -0.481 -4.415 7.066
H -11.060 6.283 2.213
S 2.075 -1.145 0.235
H 8.732 0.423 -5.359
H -7.049 8.796 1.802
H 2.286 -4.091 -3.539
H 9.234 4.205 -7.473
C -7.534 8.175 1.042
C -3.601 3.411 -0.869
C 5.772 4.099 -9.794
C 0.955 -2.401 4.130
H 7.568 8.169 -8.624
H 6.350 3.431 -9.149
C -1.965 -7.310 7.849
O -0.230 -5.347 -4.629
H 5.614 -0.953 -7.659
H 5.440 0.008 -3.994
C -4.075 1.860 -1.121
H -5.404 -4.715 8.126
H -0.714 -5.273 -0.241
H 0.440 0.287 2.480
H -4.943 1.735 -1.896
H 5.309 -2.463 -3.852
H -5.412 -1.946 3.442
C -1.970 -1.357 -1.379
H 2.852 -4.221 0.801
C -0.941 -7.199 -2.609
H 6.703 -2.137 -8.383
C -2.136 2.264 6.329
H -3.484 3.929 -1.931
H -4.589 -6.271 8.125
C 8.809 7.493 -10.239
H -3.236 0.390 7.045
H -7.308 4.558 3.874
H -4.292 -2.282 5.022
H -0.366 -6.145 8.655
C 6.562 5.344 -10.188
H -0.800 3.328 3.007
C -10.097 5.792 2.022
H -8.609 8.377 1.059
N 6.925 6.214 -9.064
C 7.477 7.505 -9.494
H 1.312 -2.021 1.023
H 1.191 2.297 3.668
H -4.170 -0.686 -0.807
H -2.975 -7.619 8.123
H -2.196 -4.302 -3.083
H 9.784 5.636 -8.330
H -0.170 -3.011 -3.336
H -2.954 -2.622 6.971
H 9.650 7.336 -9.561
C -3.375 -4.616 8.850
C 1.400 -4.643 2.573
O -2.548 -2.270 -2.419
C 7.230 1.618 -6.318
H -3.539 -4.988 9.870
H 2.209 -6.302 -0.700
H 4.843 4.365 -9.280
H 4.811 -2.541 -5.557
C 8.973 4.907 -8.276

Its energy above the lowest of the compared OMol25 structures with the same formula, charge and spin is 1273.3 kJ/mol. The molecular weight comes out at 988.57 g/mol. As for the SMILES: CCCCCCCCCCCCCCCC[C@](CO[C@@H](F)S)(NCOCCOCC)S(=O)(=O)C(F)(F)F.CCN(CC)CC.CCN(CC)CC.CCN(CC)CC.CCN(CC)CC.

Atom charges from the Löwdin analysis, given in e for atoms 1 to 99:
1 C -0.098
2 C -0.251
3 C -0.271
4 C -0.266
5 H 0.118
6 H 0.064
7 H 0.065
8 H 0.134
9 H 0.095
10 H 0.104
11 C -0.252
12 C -0.217
13 N -0.003
14 H 0.110
15 H 0.112
16 C -0.093
17 C -0.176
18 C -0.221
19 H 0.072
20 C -0.090
21 C -0.262
22 F 0.016
23 C -0.250
24 C -0.217
25 H 0.099
26 H 0.096
27 H 0.088
28 H 0.107
29 H 0.066
30 H 0.102
31 H 0.135
32 H 0.055
33 O -0.213
34 C -0.096
35 C -0.208
36 C -0.199
37 H 0.063
38 H 0.066
39 H 0.130
40 C -0.213
41 H 0.115
42 H 0.102
43 N -0.189
44 H 0.115
45 H 0.117
46 C -0.249
47 C -0.207
48 H 0.112
49 H 0.104
50 C -0.213
51 H 0.100
52 H 0.054
53 H 0.062
54 C -0.142
55 H 0.128
56 H 0.130
57 C -0.227
58 H 0.100
59 H 0.113
60 C -0.402
61 H 0.052
62 O -0.353
63 H 0.090
64 H 0.074
65 F 0.010
66 H 0.066
67 F -0.110
68 H 0.100
69 C -0.249
70 H 0.096
71 H 0.090
72 N -0.187
73 H 0.092
74 C -0.192
75 H 0.115
76 H 0.108
77 H 0.113
78 F 0.003
79 H 0.092
80 H 0.116
81 H 0.054
82 C -0.117
83 H 0.118
84 H 0.075
85 H 0.124
86 C -0.526
87 S 0.907
88 N -0.187
89 H 0.071
90 H 0.094
91 H 0.114
92 H 0.104
93 C -0.250
94 H 0.140
95 C -0.247
96 H 0.094
97 H 0.084
98 C -0.092
99 H 0.063



This record from OMol25 describes a cluster of 2 separate species, C4H9NO in total. The level of theory is wB97M-V/def2-TZVPD.

Atoms and positions in Å:
C -1.110 1.528 -1.198
C 1.970 -1.085 0.038
H -0.210 1.417 -0.667
H -1.779 2.037 -0.564
H 1.903 -2.185 -0.178
C 1.111 -0.696 1.247
H 1.533 -0.813 2.274
O -1.573 0.153 -1.362
N -1.952 -0.574 -0.275
H 1.562 -0.488 -0.840
C -0.231 -0.454 1.127
H -0.814 1.902 -2.117
H 2.977 -0.723 0.273
H -2.400 0.143 0.318
H -0.987 -0.163 1.923

Its energy above the lowest of the compared OMol25 structures with the same formula, charge and spin is 707.4 kJ/mol. The molecular weight comes out at 87.12 g/mol.

For each atom in turn, the Löwdin charge in e is:
1 C -0.041
2 C -0.122
3 H 0.047
4 H 0.076
5 H 0.086
6 C -0.246
7 H 0.097
8 O -0.290
9 N 0.059
10 H 0.080
11 C 0.035
12 H 0.072
13 H 0.059
14 H 0.036
15 H 0.053



For the records above, the corresponding total energy values read -1831.3231 -2838.1888 -1040.7294 -3777.5373 -287.5630 hartree.